<i>
14
Properties=species:S:1:pos:R:3 method="wB97M-V/def2-TZVPD" smiles="CNC(=O)CN" total_charge=0 homo_lumo_gap_ha=0.3674 e_homo_ev=-9.2
O 0.422 -0.604 0.976
N -1.241 -0.615 -0.770
N 2.172 1.053 0.002
C -2.151 -0.825 0.378
C 0.769 0.995 -0.503
C 0.074 -0.165 -0.039
H 2.409 1.986 0.257
H -1.069 -1.340 -1.515
H -1.966 0.002 1.240
H 0.152 1.788 0.040
H 0.804 1.271 -1.574
H -3.194 -1.006 0.131
H 2.599 0.800 -0.940
H -1.774 -1.752 0.912

=====

<ii>
14
Properties=species:S:1:pos:R:3 method="wB97M-V/def2-TZVPD" smiles="[H]/N=C/N.CC=O" total_charge=0 homo_lumo_gap_ha=0.3600 e_homo_ev=-9.1
O 0.723 -2.561 -2.179
N -1.308 0.934 2.685
N -1.689 1.148 0.380
C 2.371 -1.252 -1.071
C -1.812 1.499 1.653
C 1.018 -1.396 -1.820
H -1.146 0.397 0.214
H 0.239 -0.528 -1.798
H 2.358 -1.608 -0.086
H 3.041 -1.845 -1.575
H -2.111 1.752 -0.298
H -2.090 1.274 3.383
H 2.716 -0.240 -1.173
H -2.309 2.424 1.686

=====

<iii>
14
Properties=species:S:1:pos:R:3 method="wB97M-V/def2-TZVPD" smiles="C=CN.NC=O" total_charge=0 homo_lumo_gap_ha=0.3310 e_homo_ev=-8.2
O 0.563 1.365 -1.315
N -0.595 0.164 -2.831
N -0.340 -1.212 1.028
C 1.264 -0.038 2.406
C -0.243 1.327 -2.213
C 0.108 -0.653 2.231
H -0.407 -0.725 -2.395
H -1.212 0.173 -3.621
H -0.761 2.204 -2.629
H -0.584 -0.689 3.063
H 1.621 0.472 3.289
H -1.110 -1.857 1.127
H -0.311 -0.577 0.247
H 2.005 0.046 1.611

=====

It turns out <iii> is the most stable, with the second structure 1.364 eV higher.

=====

<i>
14
Properties=species:S:1:pos:R:3 method="wB97M-V/def2-TZVPD" smiles="C[C@H](O)/C=N/N" total_charge=0 homo_lumo_gap_ha=0.3570 e_homo_ev=-8.8
O -1.130 -0.368 -1.766
N 1.016 0.773 0.841
N 1.954 1.745 0.531
C -0.901 -0.299 -0.343
C -0.533 -1.626 0.356
C 0.183 0.652 -0.109
H -1.437 -2.255 0.432
H -1.612 -1.193 -1.963
H -1.729 0.129 0.284
H 0.237 1.541 -0.693
H 1.569 2.472 -0.049
H 2.397 2.113 1.353
H 0.167 -2.168 -0.259
H -0.178 -1.516 1.385

=====

<ii>
14
Properties=species:S:1:pos:R:3 method="wB97M-V/def2-TZVPD" smiles="CN(C)C(N)=O" total_charge=0 homo_lumo_gap_ha=0.3658 e_homo_ev=-9.2
O -0.562 1.597 1.368
N -0.462 -0.616 1.920
N -0.077 0.162 -0.306
C -0.394 0.432 1.003
C 0.354 -1.158 -0.715
C 0.190 1.314 -1.116
H -0.571 -1.628 1.647
H -0.713 1.870 -1.323
H 0.914 2.008 -0.623
H 0.569 -1.199 -1.791
H -0.703 -0.304 2.855
H 0.573 0.965 -2.112
H 1.293 -1.464 -0.195
H -0.412 -1.979 -0.611

=====

<iii>
14
Properties=species:S:1:pos:R:3 method="wB97M-V/def2-TZVPD" smiles="[H]/N=C/N.C=CO" total_charge=0 homo_lumo_gap_ha=0.3616 e_homo_ev=-9.0
O -2.745 0.721 -1.366
N 0.853 -0.733 1.694
N 2.501 -2.097 0.717
C -1.820 1.426 -0.630
C 1.831 -0.865 0.820
C -0.566 1.604 -1.087
H 2.327 -0.128 0.239
H 0.555 0.255 1.670
H -0.116 1.174 -1.970
H 1.904 -2.934 1.009
H -2.142 1.728 0.373
H -3.656 0.900 -1.031
H 2.828 -2.270 -0.291
H 0.117 2.324 -0.571

=====

<iv>
14
Properties=species:S:1:pos:R:3 method="wB97M-V/def2-TZVPD" smiles="NCNCC=O" total_charge=0 homo_lumo_gap_ha=0.3632 e_homo_ev=-9.0
O 2.038 -2.657 0.163
N -0.004 0.081 -0.771
N -1.345 1.793 0.426
C 1.082 -1.940 0.085
C -1.169 0.394 0.041
C 1.157 -0.427 -0.047
H 0.047 -2.328 0.151
H 0.252 0.855 -1.365
H -1.723 2.328 -0.340
H -0.487 2.184 0.789
H -2.088 0.113 -0.480
H 1.259 -0.020 0.972
H 2.072 -0.177 -0.571
H -1.089 -0.198 0.947

=====

It turns out <ii> is the most stable, with the second structure 1.212 eV higher.

=====

<i>
14
Properties=species:S:1:pos:R:3 method="wB97M-V/def2-TZVPD" total_charge=0 homo_lumo_gap_ha="0.3028 / 0.2690" e_homo_ev="-8.0 / -7.9"
O 0.090 -0.681 2.031
N 0.887 0.988 0.281
N 1.963 0.502 0.615
C -0.211 0.133 -1.656
C -0.412 0.217 1.093
C -1.045 -0.413 -0.054
H 2.212 -0.412 0.207
H 0.840 -0.047 -1.880
H -2.058 -0.069 -0.248
H -0.950 1.051 1.543
H -0.577 1.133 -1.878
H 0.960 -0.324 2.314
H -0.949 -1.496 -0.091
H -0.751 -0.581 -2.277

=====

<ii>
14
Properties=species:S:1:pos:R:3 method="wB97M-V/def2-TZVPD" smiles="NCCNC=O" total_charge=0 homo_lumo_gap_ha=0.3802 e_homo_ev=-9.4
O 1.962 0.108 -1.978
N -2.461 0.387 0.803
N 1.075 -0.135 0.107
C -0.095 -0.526 0.907
C -1.089 0.640 1.127
C 1.216 -0.438 -1.198
H 0.268 -1.048 1.789
H -2.637 0.065 -0.139
H -2.893 -0.327 1.387
H 1.517 0.736 0.377
H -0.715 1.483 0.542
H -0.587 -1.293 0.292
H 0.591 -1.281 -1.542
H -1.009 0.985 2.153

=====

It turns out <ii> is the most stable, with the second structure 5.370 eV higher.

=====

<i>
14
Properties=species:S:1:pos:R:3 method="wB97M-V/def2-TZVPD" total_charge=0 homo_lumo_gap_ha="0.3166 / 0.3093" e_homo_ev="-8.3 / -8.0"
O -0.328 2.036 -0.926
N -1.178 -0.313 -0.387
N -1.754 0.731 -0.805
C 0.077 -1.257 1.407
C -0.016 -0.421 0.171
C 1.263 -0.006 -0.486
H -0.902 -1.610 1.725
H 0.507 -0.639 2.199
H -2.290 0.503 -1.654
H 1.984 -0.825 -0.437
H -0.866 2.762 -0.589
H 1.651 0.867 0.047
H 0.736 -2.114 1.255
H 1.116 0.288 -1.520

=====

<ii>
14
Properties=species:S:1:pos:R:3 method="wB97M-V/def2-TZVPD" total_charge=0 homo_lumo_gap_ha="0.2505 / 0.2329" e_homo_ev="-6.8 / -6.2"
O -1.451 1.751 -0.380
N -0.689 -1.212 0.298
N -1.894 -1.458 -0.386
C 0.634 0.398 -0.368
C 1.598 0.293 0.790
C -0.470 1.161 -0.373
H 1.149 1.934 -0.969
H -2.524 -0.662 -0.492
H -0.956 -0.994 1.260
H 1.294 0.934 1.616
H 1.608 -0.745 1.120
H 0.807 -0.138 -1.290
H 2.592 0.598 0.467
H -1.698 -1.861 -1.292

=====

<iii>
14
Properties=species:S:1:pos:R:3 method="wB97M-V/def2-TZVPD" smiles="C=NC.NC=O" total_charge=0 homo_lumo_gap_ha=0.3887 e_homo_ev=-9.7
O -0.451 0.619 2.324
N -0.595 -1.751 2.453
N 0.132 0.194 -2.509
C -0.185 -0.523 2.666
C -0.846 1.016 -2.626
C 1.046 0.517 -1.371
H -0.994 1.907 -1.967
H 1.945 -0.171 -1.589
H 0.195 -2.259 2.366
H 0.885 -0.563 3.146
H -1.382 1.077 -3.560
H 0.529 0.321 -0.396
H -1.545 -1.960 2.413
H 1.266 1.578 -1.352

=====

<iv>
14
Properties=species:S:1:pos:R:3 method="wB97M-V/def2-TZVPD" smiles=CC#N.NCO total_charge=0 homo_lumo_gap_ha=0.3721 e_homo_ev=-9.4
O -0.547 1.500 2.077
N 0.535 -0.454 1.256
N -1.410 0.303 -1.168
C -0.675 0.151 1.696
C 0.624 -0.527 -2.501
C -0.378 0.015 -1.609
H -1.132 -0.466 2.480
H 0.740 -0.076 0.287
H 1.407 0.215 -2.668
H 0.175 -0.800 -3.456
H -0.386 1.585 3.025
H 1.068 -1.414 -2.039
H -1.331 0.191 0.749
H 1.311 -0.223 1.872

=====

It turns out <iv> is the most stable, with the second structure 1.113 eV higher.

=====

<i>
14
Properties=species:S:1:pos:R:3 method="wB97M-V/def2-TZVPD" smiles="C=NC.NC=O" total_charge=0 homo_lumo_gap_ha=0.3672 e_homo_ev=-9.1
O 0.278 -0.098 2.566
N 1.140 -1.220 0.796
N -0.427 0.087 -1.166
C -1.222 0.807 -0.152
C 1.223 -0.633 2.032
C -0.324 0.619 -2.309
H -0.330 -0.018 -3.196
H 0.216 -1.237 0.385
H -1.917 1.477 -0.625
H 2.185 -0.828 2.512
H -0.064 1.672 -2.494
H 1.652 -2.080 0.659
H -1.801 0.093 0.429
H -0.608 1.358 0.564

=====

<ii>
14
Properties=species:S:1:pos:R:3 method="wB97M-V/def2-TZVPD" smiles="NCNCC=O" total_charge=0 homo_lumo_gap_ha=0.3786 e_homo_ev=-9.3
O 2.957 -0.373 -0.216
N -2.691 1.001 0.167
N -0.444 0.293 -0.152
C 1.830 -0.319 -0.598
C 0.643 -0.617 0.265
C -1.711 -0.037 0.451
H 1.545 -0.086 -1.634
H -1.987 -1.012 0.011
H -1.673 -0.236 1.532
H -0.174 1.244 0.014
H 0.717 -0.574 1.349
H -3.590 0.596 0.295
H 0.279 -1.612 -0.008
H -2.534 1.315 -0.787

=====

<iii>
14
Properties=species:S:1:pos:R:3 method="wB97M-V/def2-TZVPD" smiles="[H]/N=C/[C@H](C)ON" total_charge=0 homo_lumo_gap_ha=0.3729 e_homo_ev=-9.2
O -0.484 1.025 -0.456
N 0.452 -0.602 2.509
N -1.635 1.285 -1.241
C 0.375 -0.068 1.351
C -0.082 -0.574 0.061
C 1.001 -1.111 -0.833
H -1.318 1.911 -1.980
H 1.926 -0.536 -0.731
H 0.707 0.101 3.210
H 0.409 1.085 1.124
H -1.024 -1.119 0.083
H 1.238 -2.148 -0.567
H 0.705 -1.063 -1.884
H -2.270 1.816 -0.646

=====

It turns out <ii> is the most stable, with the second structure 0.627 eV higher.

=====

<i>
8
Properties=species:S:1:pos:R:3 method="wB97M-V/def2-TZVPD" total_charge=0 homo_lumo_gap_ha=0.2863 e_homo_ev=-8.1
S 0.116 0.628 -1.387
O -0.662 -0.287 -2.220
O 1.907 -1.819 0.738
N -0.860 1.430 -0.434
C -1.595 2.207 0.120
H 1.104 -1.571 1.201
H 2.039 -2.757 0.891
H -2.050 2.170 1.091

=====

<ii>
8
Properties=species:S:1:pos:R:3 method="wB97M-V/def2-TZVPD" smiles="O=[N+]([O-])CS" total_charge=0 homo_lumo_gap_ha=0.3224 e_homo_ev=-10.1
S -1.075 -1.351 -0.090
O 1.827 -0.045 -1.181
O 2.557 -0.991 0.525
N 1.665 -0.401 -0.036
C 0.536 -0.019 0.666
H 0.520 -0.303 1.798
H -2.004 -0.575 0.416
H 0.135 1.000 0.213

=====

<iii>
8
Properties=species:S:1:pos:R:3 method="wB97M-V/def2-TZVPD" total_charge=0 homo_lumo_gap_ha=0.3715 e_homo_ev=-10.8
S -0.196 1.432 -0.176
O -0.767 1.021 -1.445
O -0.220 2.887 0.051
N 0.540 0.595 0.793
C 0.142 -1.372 0.250
H 0.143 -1.925 1.206
H -0.745 -1.083 -0.478
H 1.102 -1.555 -0.202

=====

<iv>
8
Properties=species:S:1:pos:R:3 method="wB97M-V/def2-TZVPD" total_charge=0 homo_lumo_gap_ha="0.3118 / 0.3439" e_homo_ev="-10.7 / -10.5"
S 0.945 0.201 -0.338
O 2.151 0.949 -0.176
O 0.987 -0.770 -1.378
N -0.477 0.947 0.136
C -0.337 -0.316 0.833
H -2.017 0.440 -1.174
H -0.569 -0.246 1.803
H -0.684 -1.206 0.295

=====

It turns out <i> is the most stable, with the second structure 0.831 eV higher.